Entry 1:
Entry from OMol25: C35H26BiF3N4O7S3 as an isolated structure (ωB97M-V/def2-TZVPD).

Atoms and positions in Å:
S (-2.903, 0.195, -0.099)
C (-1.865, -3.356, 0.668)
C (1.921, -2.856, -0.520)
H (-0.764, -1.376, -4.548)
O (1.975, 0.401, 1.356)
C (-2.315, 3.080, -2.855)
C (3.716, -4.351, -0.030)
C (2.366, -4.032, 0.047)
C (-4.523, 2.331, -2.054)
C (2.817, -1.982, -1.125)
C (-1.006, -1.026, -3.549)
H (4.218, 0.301, 2.745)
H (-2.864, 3.727, -3.522)
C (1.489, -0.152, 4.967)
C (-1.670, -3.280, -0.767)
S (-2.564, -4.039, 3.016)
H (1.516, -1.840, 2.032)
Bi (-0.361, -0.341, 0.212)
H (-1.220, -0.616, 3.494)
H (-0.174, -0.457, -3.133)
O (1.162, -0.300, -1.604)
C (-3.019, 2.241, -2.007)
H (5.657, -3.804, -0.746)
N (-1.643, -2.260, 1.451)
O (3.371, -6.237, 1.187)
H (1.196, -3.347, 6.013)
C (1.546, -0.368, 3.593)
O (-0.415, 1.489, 1.579)
H (-2.908, -0.952, 3.849)
H (3.340, 4.761, 4.630)
C (1.293, -2.512, 5.336)
C (1.355, -1.220, 5.833)
C (2.728, 1.765, 3.201)
C (-0.278, 2.192, -2.010)
O (5.334, -5.889, 0.393)
H (1.689, -4.710, 0.544)
N (-0.955, 1.368, -1.234)
S (-1.656, -3.744, -3.266)
H (1.536, 0.856, 5.343)
F (-4.933, 3.586, -1.794)
H (-0.367, 3.742, -3.490)
C (-1.922, -1.405, 3.746)
N (4.175, -5.580, 0.559)
H (-1.876, -0.371, -3.608)
H (0.797, 2.091, -1.974)
F (-5.184, 1.530, -1.228)
C (-1.968, -2.431, 2.686)
O (3.219, 0.004, -2.339)
H (0.870, -2.620, -0.505)
C (-2.300, 1.362, -1.175)
C (-1.291, -2.159, -2.650)
H (4.829, -1.638, -1.710)
C (4.619, -3.515, -0.677)
H (-2.619, -5.399, 0.993)
N (-1.321, -2.097, -1.359)
C (4.164, -2.326, -1.210)
C (3.540, 3.786, 4.208)
H (1.295, -3.741, 3.591)
H (-2.153, -5.314, -1.469)
H (1.484, 3.418, 3.784)
C (-0.924, 3.077, -2.852)
C (-2.359, -4.428, 1.360)
C (1.469, -1.662, 3.096)
H (6.091, 1.661, 3.602)
C (4.034, 1.285, 3.151)
H (2.204, 1.183, 0.834)
C (2.487, 3.027, 3.723)
C (4.835, 3.300, 4.168)
C (1.643, 0.835, 2.681)
O (-0.219, 1.932, 3.738)
H (1.306, -1.054, 6.899)
C (2.393, -0.652, -1.731)
C (5.082, 2.047, 3.630)
H (-1.646, -1.846, 4.701)
H (5.647, 3.890, 4.568)
F (-4.974, 2.052, -3.298)
C (-1.883, -4.296, -1.659)
C (0.217, 1.490, 2.698)
C (1.349, -2.731, 3.970)

Forces on atoms 1 to 3 (eV/Å):
-0.88 -0.32 0.63
-0.46 -0.97 0.63
0.26 0.21 -0.10

Values from the calculation:
Maximum force = 1.345 eV Å⁻¹
HOMO energy = -0.316 hartree
M = 976.79 g mol⁻¹
Frontier orbital gap = 7.90 eV
Energy above the lowest of the compared OMol25 structures with the same formula, charge and spin = 46.00 kJ/mol
E_LUMO = -0.025 hartree
Spin multiplicity = 1



Entry 2:
Entry from OMol25: one molecule with the formula C4H2N2 (ωB97M-V/def2-TZVPD).

Atoms and positions in Å:
H (-2.675, -0.204, 0.961)
H (2.720, -0.021, 0.502)
N (1.216, 1.235, 0.161)
C (1.156, -1.173, -0.070)
N (-0.972, 0.545, -0.198)
C (1.750, -0.048, 0.141)
C (-1.862, -0.078, 0.270)
C (0.028, 1.393, -0.085)

Forces on atoms 1 to 3 (eV/Å):
0.38 0.11 0.61
2.20 -0.71 0.45
0.13 1.03 -0.46

Values from the calculation:
Maximum force = 3.168 eV Å⁻¹
HOMO energy (spin up / spin down) = -0.273 / -0.360 hartree
M = 78.07 g mol⁻¹
Frontier orbital gap (spin up / spin down) = 6.63 / 8.12 eV
Energy above the lowest of the compared OMol25 structures with the same formula, charge and spin = 80.15 kJ/mol
E_LUMO (spin up / spin down) = -0.029 / -0.061 hartree
Spin multiplicity = 3



Entry 3:
Entry from OMol25: an isolated ion of composition C5H9FN3 and charge +1 (ωB97M-V/def2-TZVPD).

Atoms and positions in Å:
C (-2.804, 0.290, -0.005)
C (1.831, -1.455, 0.424)
H (-3.161, -0.292, -0.836)
H (2.717, 1.006, 0.191)
H (-3.429, -0.031, 0.810)
H (1.722, -1.717, 1.466)
H (2.852, -1.060, 0.073)
N (-0.515, -0.937, 0.405)
H (1.711, -2.421, -0.184)
F (-1.073, 2.234, -0.881)
N (1.994, 1.339, -0.501)
N (0.806, -0.569, 0.154)
H (-0.760, -1.754, 0.975)
C (-1.361, 0.089, 0.016)
H (-2.996, 1.358, -0.131)
C (0.864, 0.746, -0.296)
C (-0.582, 1.046, -0.554)
H (2.184, 2.127, -1.127)

Forces on atoms 1 to 3 (eV/Å):
-1.00 -0.32 0.20
2.31 -2.62 -1.10
-0.47 0.08 -0.71

Values from the calculation:
Maximum force = 6.171 eV Å⁻¹
HOMO energy = -0.487 hartree
M = 130.15 g mol⁻¹
Frontier orbital gap = 10.03 eV
Energy above the lowest of the compared OMol25 structures with the same formula, charge and spin = 65.92 kJ/mol
E_LUMO = -0.118 hartree
Spin multiplicity = 1
Net charge = +1
Structure (SMILES) = Cc1[nH]n(C)c(=[NH2+])c1F



Entry 4:
Entry from OMol25: C49H39Cl2N4P3S2ScSe as an isolated structure (ωB97M-V/def2-TZVPD).

Atoms and positions in Å:
C (-1.327, -3.660, 1.822)
S (-0.142, -0.068, -4.049)
C (-4.979, 2.772, -4.192)
C (0.671, -2.352, 2.231)
H (1.451, -5.464, 1.118)
C (-4.931, 2.918, 2.171)
C (-4.023, 3.946, 1.944)
H (-2.446, -1.837, -4.612)
N (2.848, -3.319, 1.887)
C (-3.646, -4.029, -2.323)
H (6.941, 2.291, 2.958)
H (-2.198, 4.525, 0.975)
C (-4.731, 1.676, 1.587)
C (4.326, -0.522, 2.528)
C (4.470, 0.395, 1.552)
C (1.445, -3.441, 1.825)
C (0.838, -4.624, 1.423)
P (1.416, -0.703, 2.614)
C (0.540, -0.386, 4.191)
H (6.596, 0.778, 4.847)
C (-0.544, -4.731, 1.418)
H (4.227, -2.190, -4.204)
C (3.745, -0.670, 4.532)
H (0.420, -1.318, 4.744)
C (-2.262, 5.228, -3.057)
Sc (0.715, 0.119, -0.057)
H (-4.317, 0.480, -1.793)
C (2.581, -2.151, -2.815)
H (-5.787, 3.084, 2.813)
H (-3.603, 3.385, -5.720)
S (0.316, 2.457, 0.798)
C (-2.924, 1.115, -3.300)
H (-3.106, 5.879, -3.247)
C (5.516, 1.340, 1.655)
Cl (2.306, 2.190, 3.367)
C (-3.631, 1.468, 0.765)
H (-4.166, 4.909, 2.417)
C (-1.135, 5.295, -3.860)
P (-1.550, 0.073, -2.672)
C (-2.715, -2.256, -3.650)
H (3.782, -3.588, 6.365)
H (5.073, 0.054, -3.460)
H (3.875, 1.316, -1.728)
H (-1.092, 6.008, -4.675)
C (-2.679, -2.101, -1.254)
H (-6.126, 1.962, -2.565)
C (6.051, 0.636, 3.921)
N (0.904, -1.849, -1.165)
P (-1.246, 2.166, -0.488)
H (1.108, 0.360, 4.739)
C (3.532, 0.335, -2.032)
H (-3.220, 4.241, -1.415)
C (6.241, 1.469, 2.864)
C (3.754, -1.574, 5.708)
H (-1.329, -1.640, 2.531)
H (-2.389, -1.564, -0.359)
N (1.963, -3.303, -3.077)
H (3.741, 0.469, 0.763)
C (-0.716, -2.480, 2.217)
C (3.147, -1.222, 3.176)
H (-5.776, 3.420, -4.536)
C (-2.738, 1.926, -4.412)
C (-1.249, 3.463, -1.770)
C (-5.175, 1.956, -3.085)
C (3.524, -3.448, 4.202)
H (5.660, 2.069, 0.869)
C (-1.099, 0.593, -1.088)
C (3.729, -1.631, -3.423)
H (3.844, -1.146, 6.699)
C (1.979, -1.350, -1.776)
H (-2.405, -3.743, 1.836)
C (3.234, -2.723, 3.117)
H (-1.780, 1.898, -4.919)
H (-5.428, 0.868, 1.774)
C (-4.155, 1.127, -2.647)
C (-3.345, -3.486, -3.566)
H (0.699, 2.838, -2.422)
C (-3.313, -3.337, -1.170)
H (5.669, -1.472, 3.932)
H (-3.448, 0.499, 0.315)
C (4.191, -0.378, -3.008)
C (-2.924, 3.735, 1.128)
H (0.807, 4.469, -4.269)
C (-2.324, 4.309, -2.017)
H (-1.006, -5.656, 1.097)
Cl (3.557, -5.194, 4.099)
C (-0.123, 3.524, -2.591)
H (-0.434, 0.054, 3.974)
C (-0.067, 4.436, -3.631)
H (3.346, 0.326, 4.717)
Se (0.534, -3.410, -2.008)
C (-2.733, 2.497, 0.518)
H (-3.594, -4.028, -4.470)
N (2.421, -0.128, -1.414)
H (-3.539, -3.762, -0.201)
C (5.133, -0.521, 3.782)
H (3.304, -4.209, 1.740)
C (3.722, -2.893, 5.538)
H (-4.133, -4.995, -2.256)
C (-3.762, 2.750, -4.857)
C (-2.383, -1.551, -2.494)

Forces on atoms 1 to 3 (eV/Å):
-0.01 0.00 -0.01
0.05 0.02 -0.06
0.01 0.00 0.00

Values from the calculation:
Maximum force = 0.331 eV Å⁻¹
HOMO energy (spin up / spin down) = -0.160 / -0.143 hartree
M = 1035.76 g mol⁻¹
Frontier orbital gap (spin up / spin down) = 6.15 / 5.92 eV
Energy above the lowest of the compared OMol25 structures with the same formula, charge and spin = 174.14 kJ/mol
E_LUMO (spin up / spin down) = 0.066 / 0.075 hartree
Spin multiplicity = 1
Net charge = -1



Repeat the third record exactly.
Entry from OMol25: an isolated ion of composition C5H9FN3 and charge +1 (ωB97M-V/def2-TZVPD).

Atoms and positions in Å:
C (-2.804, 0.290, -0.005)
C (1.831, -1.455, 0.424)
H (-3.161, -0.292, -0.836)
H (2.717, 1.006, 0.191)
H (-3.429, -0.031, 0.810)
H (1.722, -1.717, 1.466)
H (2.852, -1.060, 0.073)
N (-0.515, -0.937, 0.405)
H (1.711, -2.421, -0.184)
F (-1.073, 2.234, -0.881)
N (1.994, 1.339, -0.501)
N (0.806, -0.569, 0.154)
H (-0.760, -1.754, 0.975)
C (-1.361, 0.089, 0.016)
H (-2.996, 1.358, -0.131)
C (0.864, 0.746, -0.296)
C (-0.582, 1.046, -0.554)
H (2.184, 2.127, -1.127)

Forces on atoms 1 to 3 (eV/Å):
-1.00 -0.32 0.20
2.31 -2.62 -1.10
-0.47 0.08 -0.71

Values from the calculation:
Maximum force = 6.171 eV Å⁻¹
HOMO energy = -0.487 hartree
M = 130.15 g mol⁻¹
Frontier orbital gap = 10.03 eV
Energy above the lowest of the compared OMol25 structures with the same formula, charge and spin = 65.92 kJ/mol
E_LUMO = -0.118 hartree
Spin multiplicity = 1
Net charge = +1
Structure (SMILES) = Cc1[nH]n(C)c(=[NH2+])c1F